Entry from OMol25: a structure of composition C37H54Br33GaNO5 (ωB97M-V/def2-TZVPD).

The geometry in XYZ format:
```
131
Properties=species:S:1:pos:R:3:forces:R:3
C -4.01647 -0.57804 3.34771 -0.666 0.069 -0.309
C -3.92661 -1.20702 4.82216 -0.783 1.159 0.360
O -2.93363 -2.25663 4.97446 1.396 1.713 -1.020
C -1.65633 -1.85263 4.46104 1.803 -1.909 -2.832
O -1.05197 -2.66221 3.70802 -2.348 2.791 3.292
C -0.97491 -0.42727 4.76841 -0.040 -0.146 1.078
C 0.11610 0.02179 3.68437 -0.403 -0.116 -0.501
C -0.53122 0.49740 2.26925 -0.803 -1.123 1.364
Ga 0.89015 0.87835 0.81608 0.572 0.548 1.046
C 0.92556 2.88707 0.20694 -1.011 0.047 -0.811
C -0.08304 3.81958 1.03835 0.772 0.509 -1.361
N 0.69602 4.45194 2.15342 -0.812 -0.667 0.086
C 2.78859 0.55431 1.65097 1.144 0.300 -0.629
C 3.66788 -0.51033 0.80624 0.504 0.229 1.996
C 3.47441 -1.96894 1.48470 0.295 0.661 -0.730
C 3.61967 -3.11120 0.36660 0.838 -1.260 0.842
C 2.72232 -4.43579 0.67476 -0.643 1.105 -0.397
C 1.35064 -4.41214 -0.18019 0.043 -0.521 0.855
C 0.73583 -5.86622 -0.49085 -1.030 0.066 0.347
C 0.93395 -6.92371 0.69429 1.023 0.712 -0.598
O 0.46496 -8.22648 0.15701 -1.240 -1.053 3.019
C 0.16861 -9.11514 1.24008 1.411 -0.355 1.549
C -1.06772 -10.10281 1.00097 0.305 0.379 -0.672
O 0.85476 -9.15593 2.29776 -2.548 0.392 -3.857
C 0.61166 -0.40227 -0.78954 -1.736 -1.086 -1.566
C -0.83742 -1.03940 -0.87445 -0.104 -1.062 0.259
O -1.17996 -2.17855 -0.45053 1.080 3.364 -1.202
C -2.00495 -0.19185 -1.61236 -2.375 1.261 -1.608
C -3.07451 -0.98189 -2.40939 -0.188 4.172 0.158
C -4.19452 -0.16424 -3.12416 2.097 1.394 1.497
C -4.29150 1.39471 -3.09797 2.843 -2.417 2.959
C -3.19924 2.20000 -2.26406 0.400 -5.136 0.478
C -2.10704 1.34947 -1.56355 -1.783 -1.150 -1.353
H -5.12848 -0.54467 3.03095 1.748 -0.007 0.525
H -3.62318 0.50269 3.30716 -0.437 -1.782 0.068
H -3.48153 -1.20573 2.54408 -0.666 0.909 1.425
H -3.71698 -0.37269 5.59522 -0.307 -1.219 -1.214
H -4.94589 -1.64590 5.11542 1.711 0.315 -0.468
H -1.74927 0.39964 4.98843 1.124 -1.345 -0.561
H -0.41086 -0.57329 5.77128 -0.967 0.047 -1.403
H 0.83844 -0.85880 3.52260 -1.166 1.310 0.218
H 0.72868 0.86900 4.14798 -0.840 -1.069 -0.558
H -1.24281 1.36561 2.49019 0.843 -0.998 -0.251
H -1.20290 -0.39178 1.94568 0.964 1.389 0.356
H 2.00445 3.28604 0.20367 -1.633 -0.281 0.145
H 0.58190 2.88551 -0.89266 0.587 0.170 1.352
H -1.00778 3.28014 1.43676 1.263 0.424 -0.587
H -0.47188 4.65543 0.33337 0.624 -1.280 1.295
H 0.10992 4.35826 2.99366 0.771 0.131 -0.260
H 1.56309 3.91272 2.28802 -0.733 0.225 0.097
H 3.38834 1.54799 1.61645 -1.091 -1.318 0.120
H 2.74019 0.26096 2.75443 0.235 0.177 -1.438
H 3.47051 -0.49126 -0.31673 0.062 -0.109 1.520
H 4.77584 -0.21517 0.97623 -1.545 -0.600 -0.614
H 2.48078 -2.01318 2.07010 1.269 -0.008 -1.236
H 4.29976 -2.03930 2.29282 -1.305 -0.202 -1.304
H 4.71595 -3.48646 0.39885 -1.581 0.745 -0.186
H 3.45871 -2.71758 -0.70116 -0.034 -0.508 1.648
H 2.40648 -4.34687 1.78333 0.765 -0.608 -1.645
H 3.29689 -5.39485 0.45079 -0.601 1.363 0.482
H 0.57181 -3.87105 0.47896 1.216 -0.508 -1.498
H 1.53107 -3.87474 -1.17362 -0.479 -0.611 1.448
H -0.40421 -5.71090 -0.61758 1.743 -0.338 0.142
H 1.09618 -6.31899 -1.48109 -0.296 0.671 1.574
H 0.39369 -6.66484 1.66358 0.539 -0.276 -1.434
H 2.03943 -7.06928 0.92893 -1.680 0.473 0.011
H -0.81463 -10.77755 0.09860 -0.381 1.007 1.476
H -1.26294 -10.73214 1.94205 0.480 1.052 -1.497
H -2.01306 -9.51412 0.70688 1.533 -0.775 0.550
H 0.74154 0.22437 -1.75502 -0.011 -1.068 1.466
H 1.37151 -1.25535 -0.71738 -1.109 1.151 -0.175
H -3.03358 -2.12681 -2.46957 -0.084 2.059 0.153
H -4.98545 -0.75459 -3.69596 1.206 1.037 0.846
H -5.11071 1.99553 -3.60009 0.935 -1.937 1.098
H -3.16301 3.33137 -2.13541 -0.166 -2.121 0.089
H -1.33144 1.90493 -0.94360 -1.100 -0.842 -0.920
C -2.17781 -14.11925 1.99969 -0.068 -0.158 0.017
Br -0.44979 -14.16858 1.12075 -0.329 0.100 0.199
Br -2.09039 -13.19973 3.70565 0.028 -0.127 -0.356
Br -3.55139 -13.37688 0.84881 0.297 -0.071 0.225
H -2.45944 -15.15004 2.20789 0.073 0.291 -0.064
C -1.42848 7.89657 -0.00703 0.307 0.000 -0.221
Br -2.45522 8.59549 1.48441 0.078 -0.123 -0.209
Br 0.42363 7.59009 0.47372 -0.460 0.022 -0.062
Br -2.24666 6.31158 -0.76627 -0.044 0.456 0.080
H -1.43444 8.66065 -0.78282 -0.052 -0.186 0.231
C 2.46897 10.77421 -2.14055 0.054 0.148 0.075
Br 2.96077 9.21534 -3.18555 -0.174 0.211 0.154
Br 0.54657 11.01775 -2.07300 0.327 -0.173 0.044
Br 3.25516 10.73288 -0.36768 -0.197 -0.037 -0.380
H 2.88162 11.64339 -2.65139 -0.147 -0.210 0.107
C 4.83444 -7.10890 -1.99699 -0.027 -0.199 -0.060
Br 6.33313 -6.66050 -0.84936 -0.293 -0.025 -0.177
Br 3.36081 -7.87002 -0.99304 0.794 -0.141 -0.600
Br 4.26764 -5.59452 -3.06849 0.070 -0.238 0.277
H 5.18056 -7.87619 -2.68742 -0.067 0.239 0.184
C -3.91156 10.27551 4.83674 0.051 -0.069 -0.053
Br -3.29759 12.11190 4.95066 -0.147 -0.343 0.002
Br -3.69901 9.33829 6.52130 -0.071 0.220 -0.324
Br -5.73159 10.16401 4.17485 0.349 0.042 0.153
H -3.27624 9.77183 4.10973 -0.148 0.137 0.212
C -4.88827 5.12168 -5.16123 0.201 0.055 -0.023
Br -3.89940 3.65708 -4.35313 -0.182 2.529 -2.081
Br -3.83438 6.75070 -5.24247 -0.174 -0.177 -0.039
Br -5.60302 4.63892 -6.90061 0.098 0.102 0.213
H -5.73958 5.32644 -4.51373 0.222 -0.031 -0.197
C 1.16768 14.67423 -3.98086 0.010 0.054 -0.065
Br 1.66121 13.11598 -5.02557 -0.120 0.391 0.274
Br -0.75560 14.91823 -3.91487 0.361 -0.094 0.024
Br 1.95068 14.62950 -2.20599 -0.122 -0.011 -0.290
H 1.58182 15.54320 -4.48951 -0.120 -0.232 0.155
C -4.19157 -10.04643 5.29243 0.043 -0.068 -0.148
Br -5.77365 -8.99374 4.90319 0.310 -0.172 0.100
Br -2.63642 -9.39027 4.33848 -0.305 -0.063 0.275
Br -3.86429 -10.17840 7.20003 -0.054 0.050 -0.336
H -4.38405 -11.05585 4.93181 0.042 0.267 0.100
C 1.94771 -12.48149 -1.99323 -0.061 -0.054 0.107
Br 3.67778 -12.52328 -2.87004 -0.310 0.052 0.147
Br 2.02608 -11.56285 -0.28777 0.122 -0.176 -0.366
Br 0.57222 -11.74397 -3.14480 0.276 -0.090 0.240
H 1.67043 -13.51400 -1.78696 0.081 0.277 -0.089
C 2.48040 11.55384 -8.67788 0.029 -0.054 -0.089
Br 3.10086 13.38906 -8.57626 -0.116 -0.333 -0.042
Br 2.68558 10.62651 -6.98592 -0.015 0.061 -0.336
Br 0.66221 11.44318 -9.34337 0.347 0.052 0.187
H 3.11560 11.04306 -9.39962 -0.170 0.140 0.211
C 6.42014 7.27994 -3.94749 -0.138 -0.047 0.104
Br 7.88468 8.38633 -3.31973 -0.252 -0.215 -0.138
Br 6.55818 6.91086 -5.84717 0.008 0.065 0.340
Br 6.24987 5.65113 -2.90724 0.063 0.376 -0.258
H 5.50392 7.85143 -3.80016 0.300 -0.145 -0.027
```
Positions in Å, forces in eV/Å.

Summary:
Net charge: -1
Lowest unoccupied orbital energy in eV: 0.65